# C19H23HfNP

A structure of composition C19H23HfNP at a distorted geometry (ωB97M-V/def2-TZVPD, OMol25).

The geometry in XYZ format:
```
45
Properties=species:S:1:pos:R:3:forces:R:3:lowdin_charge:R:1
C -1.656026 -1.948714 -4.106119 -0.121 -0.033 -0.353 -0.37
Hf -0.937730 -0.618517 -2.525285 1.374 -0.645 -3.033 1.21
N 0.783340 0.029141 -3.954405 0.157 0.026 -0.051 0.00
H -0.540850 -2.030467 -1.638178 0.239 -1.361 1.695 -0.09
H -1.996270 0.701872 -2.625148 -2.001 1.806 0.633 -0.15
H -2.655412 -2.353089 -3.863582 0.276 0.040 -0.158 0.00
H -0.966710 -2.802105 -4.207212 -0.184 0.035 -0.006 -0.01
H -1.719885 -1.459181 -5.095594 -0.134 -0.159 0.206 -0.01
H 1.690572 -0.349144 -3.657343 -0.245 0.258 -0.265 0.06
H 0.881117 1.049273 -4.010533 0.070 -0.293 0.006 0.09
H 0.618886 -0.309306 -4.911979 -0.003 0.103 0.425 0.09
C 0.233238 4.122004 2.569521 -0.059 -0.336 -0.308 -0.06
C 0.950788 4.064615 1.364498 -0.125 -0.018 0.027 -0.07
C 0.806173 2.979085 0.500272 -0.250 -0.327 0.321 -0.10
C -0.034672 1.904806 0.853283 -0.192 0.823 -0.004 -0.36
C -0.786270 1.986585 2.037605 0.262 -0.061 -0.167 -0.08
C -0.640724 3.080592 2.897675 0.090 0.077 -0.233 -0.06
P -0.038141 0.412960 -0.208671 0.731 0.017 1.874 0.94
C 1.584939 -0.313272 0.259551 0.077 -0.171 0.007 -0.37
C 2.415932 -0.822190 -0.751641 -0.218 0.049 0.284 -0.12
C 3.675430 -1.323637 -0.448312 0.179 -0.036 0.051 -0.07
C 4.145945 -1.310834 0.867820 -0.368 0.106 -0.142 -0.06
C 3.325861 -0.807928 1.883916 -0.209 -0.035 -0.110 -0.05
C 2.044665 -0.320058 1.588083 0.324 -0.125 -0.188 -0.07
C -1.355516 -0.606156 0.587106 0.007 -0.043 -0.290 -0.46
C -1.084723 -1.744548 1.360911 -0.301 0.044 -0.064 -0.08
C -2.145906 -2.438480 1.946898 0.099 0.124 -0.024 -0.05
C -3.463729 -2.006603 1.757277 0.093 0.285 -0.186 -0.06
C -3.729030 -0.878330 0.975208 -0.065 -0.203 0.067 -0.06
C -2.681095 -0.179451 0.379454 0.324 -0.054 -0.223 -0.15
H 0.337793 4.984018 3.232328 0.007 -0.324 -0.226 0.11
H 1.621770 4.879649 1.093844 -0.192 -0.193 0.063 0.11
H 1.344356 2.934403 -0.448530 0.007 0.136 0.301 0.10
H -1.480321 1.183033 2.282802 0.217 0.260 0.094 0.10
H -1.222359 3.116162 3.820800 0.185 0.009 -0.297 0.11
H 2.070919 -0.850898 -1.793551 0.150 0.005 0.538 0.05
H 4.292714 -1.723284 -1.250299 -0.053 0.065 0.207 0.11
H 5.140628 -1.700711 1.089875 -0.326 0.151 -0.014 0.12
H 3.681609 -0.807457 2.916561 -0.147 0.022 -0.335 0.12
H 1.406262 0.054118 2.393230 0.235 -0.042 -0.286 0.12
H -0.051931 -2.077437 1.476118 -0.354 0.025 0.064 0.11
H -1.954292 -3.316806 2.567413 -0.005 0.278 -0.254 0.12
H -4.291265 -2.548519 2.214989 0.255 0.133 -0.093 0.11
H -4.753185 -0.534499 0.832118 0.248 -0.138 0.030 0.12
H -2.866880 0.699303 -0.252766 -0.057 -0.280 0.419 0.09
```
Forces are in eV/Å.

## Properties
- net charge = +1
- maximum force (eV/A) = 3.392
- spin multiplicity = 1
- HOMO (eV) = -11.71

---

# C19H23N2O4S

The ion C19H23N2O4S with charge +1 at a distorted geometry (ωB97M-V/def2-TZVPD, OMol25).

The geometry in XYZ format:
```
49
Properties=species:S:1:pos:R:3:forces:R:3:lowdin_charge:R:1
C -5.590158 -1.950238 3.223194 0.170 -0.061 -0.054 -0.05
C -4.899723 -2.636796 2.057353 -0.722 -0.172 0.224 -0.17
N -3.573337 -2.033879 1.762327 -0.092 0.237 -0.147 -0.11
H -3.662960 -1.014214 1.846590 -0.012 -0.121 -0.066 0.20
C -3.120101 -2.320327 0.375220 0.360 -0.093 -0.807 -0.12
C -1.770013 -1.718832 0.158806 0.319 0.167 0.083 -0.44
C -0.931523 -1.354619 1.163276 -0.195 -0.072 -0.214 -0.20
C 0.284818 -0.788313 0.676848 0.067 0.038 -0.267 -0.09
C 0.305509 -0.759217 -0.703271 -0.245 -0.117 0.156 -0.38
N 1.292768 -0.292825 -1.519534 0.369 0.119 0.153 0.13
C 1.138451 -0.325445 -2.868856 0.219 0.227 -0.146 -0.42
O 0.128051 -0.776120 -3.373008 0.382 0.130 -0.469 -0.02
C 2.321028 0.230517 -3.642452 -0.086 -0.137 -0.352 -0.08
O 3.192637 0.927677 -2.786934 0.228 0.175 0.026 -0.06
C 3.136305 2.314569 -2.786042 -0.048 0.223 0.146 -0.26
C 3.162993 2.946013 -1.548154 0.013 -0.239 -0.153 -0.01
C 3.169559 4.326948 -1.477879 -0.019 0.021 -0.018 -0.07
C 3.138815 5.083297 -2.637157 0.009 0.100 -0.005 -0.08
C 3.117326 4.451694 -3.868428 -0.028 0.038 0.047 -0.07
C 3.119975 3.069990 -3.950425 0.005 -0.318 -0.008 -0.02
H 3.131348 2.591061 -4.918159 0.014 -0.055 -0.078 0.12
H 3.107851 5.035151 -4.776161 0.002 0.046 -0.082 0.11
H 3.139208 6.160522 -2.581721 0.006 0.099 0.004 0.11
H 3.193938 4.812301 -0.514067 0.004 0.039 0.085 0.11
H 3.190039 2.346675 -0.651080 -0.007 -0.088 0.106 0.10
H 1.939316 0.845172 -4.463080 0.005 -0.097 0.140 0.13
H 2.869871 -0.614143 -4.077042 -0.128 0.121 0.042 0.15
H 2.149380 0.082700 -1.118681 -0.263 -0.088 -0.076 0.14
S -1.124597 -1.397420 -1.432291 -0.581 -0.268 0.838 1.21
C 1.348197 -0.326863 1.576495 -0.073 -0.004 0.052 -0.43
O 1.266439 -0.353864 2.780632 0.089 0.068 -0.039 0.12
O 2.432121 0.124360 0.920956 -0.206 -0.107 -0.283 -0.06
C 3.518250 0.561012 1.735860 0.303 0.097 0.412 -0.03
H 3.742717 -0.187435 2.496800 0.014 0.079 -0.092 0.10
H 3.263976 1.500693 2.229290 0.025 -0.067 -0.046 0.11
H 4.365791 0.694886 1.068497 -0.061 0.003 0.017 0.10
C -1.305224 -1.526948 2.602265 -0.028 -0.064 -0.050 -0.09
C -2.514215 -2.447217 2.722337 0.710 0.044 0.595 -0.09
H -2.914184 -2.413747 3.735421 -0.109 -0.032 -0.140 0.13
H -2.235702 -3.475499 2.485362 -0.172 0.019 -0.075 0.15
H -0.463124 -1.940699 3.157524 -0.161 -0.010 0.077 0.13
H -1.508797 -0.548818 3.047064 0.010 -0.040 0.122 0.14
H -3.837222 -1.906146 -0.338371 -0.141 -0.045 0.235 0.14
H -3.099246 -3.407407 0.241080 -0.190 0.068 0.175 0.15
H -5.519913 -2.541466 1.163635 0.193 -0.025 -0.020 0.14
H -4.751763 -3.698662 2.262194 0.128 0.068 -0.120 0.14
H -5.043140 -2.066076 4.154595 0.027 0.003 0.091 0.08
H -5.729412 -0.889594 3.025359 -0.042 0.121 -0.009 0.09
H -6.572323 -2.392408 3.363815 -0.060 -0.028 -0.008 0.09
```
Forces are in eV/Å.

## Properties
- net charge = +1
- maximum force (eV/A) = 1.054
- spin multiplicity = 1
- HOMO (eV) = -11.05